Formula: C54H151N17O15
Source: OMol25
Level of theory: ωB97M-V/def2-TZVPD

Cartesian coordinates (Å):
1 C -1.77076 26.48858 -0.02779
2 C -0.75509 26.17163 -1.13288
3 C 0.39277 27.15077 -1.53218
4 O -0.03449 28.45489 -2.03565
5 C -0.81378 28.25119 -3.18127
6 N -0.12913 24.87450 -0.74317
7 H -2.55293 25.73125 0.02465
8 H -2.27618 27.43441 -0.22284
9 H -1.33838 26.47912 0.97274
10 H -1.46104 25.95952 -1.93585
11 H 1.06300 26.77740 -2.30645
12 H 1.01694 27.37700 -0.66769
13 H -0.34098 27.60640 -3.92209
14 H -0.93849 29.22397 -3.65694
15 H -1.74126 27.71729 -2.97426
16 H -0.85968 24.19257 -0.59702
17 H 0.54302 24.56614 -1.43110
18 C -0.85351 23.04075 -6.14869
19 C -0.38760 23.34659 -4.77717
20 C -0.91877 22.32347 -3.70476
21 O -2.36135 22.28610 -3.70673
22 C -2.92373 21.01853 -3.36885
23 N 1.05737 23.53490 -4.88165
24 H -1.88664 22.70159 -6.07315
25 H -0.16251 22.37798 -6.66961
26 H -0.80478 23.96570 -6.72330
27 H -0.75092 24.34458 -4.53199
28 H -0.51640 22.63767 -2.74171
29 H -0.35788 21.39059 -3.76167
30 H -4.00573 20.98574 -3.49653
31 H -2.66406 20.75239 -2.34422
32 H -2.52953 20.19580 -3.96536
33 H 1.46211 23.97920 -4.06994
34 H 1.21896 24.19635 -5.62763
35 C 6.93540 29.18917 -6.62339
36 C 6.26028 30.16672 -5.61997
37 C 5.97707 29.41640 -4.33967
38 O 4.69316 28.84091 -4.49274
39 C 3.94663 28.65325 -3.30626
40 N 7.16740 31.30216 -5.37516
41 H 7.97251 28.93754 -6.40159
42 H 7.10870 29.49479 -7.65522
43 H 6.35277 28.27185 -6.70815
44 H 5.34582 30.46270 -6.13401
45 H 5.83081 30.18079 -3.57652
46 H 6.78626 28.73822 -4.06874
47 H 3.82581 29.59236 -2.76628
48 H 4.33210 27.86503 -2.65956
49 H 2.87500 28.50621 -3.44070
50 H 8.12477 30.98080 -5.39144
51 H 7.05402 31.51946 -4.39535
52 C 2.43198 18.10784 -5.95520
53 C 4.01386 18.06742 -5.75465
54 C 4.83068 19.32683 -6.17101
55 O 4.55146 19.73605 -7.51130
56 C 5.47140 20.73730 -8.03560
57 N 4.24613 18.00310 -4.31588
58 H 2.04394 19.02250 -5.50694
59 H 2.01076 17.18767 -5.55029
60 H 2.26511 18.32806 -7.00960
61 H 4.48637 17.29669 -6.36360
62 H 5.89472 19.09038 -6.17232
63 H 4.66340 20.29853 -5.70636
64 H 5.23789 21.71432 -7.61251
65 H 5.50094 20.76175 -9.12492
66 H 6.52195 20.55546 -7.80898
67 H 3.41843 17.76121 -3.79003
68 H 4.92122 17.25407 -4.25824
69 C 6.27324 31.72024 1.88521
70 C 4.94097 31.65933 1.05506
71 C 4.02641 30.48023 1.42983
72 O 4.47450 29.48391 0.51504
73 C 3.92171 28.20463 0.67882
74 N 4.34660 32.96876 1.28575
75 H 6.78696 30.75892 1.87694
76 H 6.23926 31.83343 2.96878
77 H 6.94144 32.52802 1.58676
78 H 5.11923 31.44933 0.00044
79 H 2.97450 30.65884 1.20691
80 H 4.22363 30.15827 2.45234
81 H 4.36396 27.74076 -0.20285
82 H 2.83241 28.22072 0.71417
83 H 4.31602 27.72114 1.57260
84 H 3.67411 33.20701 0.57085
85 H 3.75027 32.82576 2.08828
86 C 6.91977 17.43600 2.23795
87 C 6.92146 18.71112 3.13089
88 C 6.41799 19.93447 2.41983
89 O 6.25932 21.12291 3.18068
90 C 7.48121 21.60594 3.68864
91 N 6.10616 18.55305 4.32629
92 H 7.12143 16.56548 2.86216
93 H 7.69866 17.49955 1.47807
94 H 5.96110 17.31473 1.73362
95 H 7.95537 18.92146 3.40450
96 H 5.46456 19.80045 1.90886
97 H 7.13614 19.96913 1.60057
98 H 7.92747 20.97154 4.45446
99 H 7.35418 22.61088 4.09123
100 H 8.26724 21.71457 2.94134
101 H 6.80166 18.36429 5.03393
102 H 5.89665 19.51494 4.55207
103 C 0.85905 22.58796 -12.48300
104 C 1.03806 21.19129 -11.92339
105 C 0.36594 20.95286 -10.54222
106 O 0.79729 21.69932 -9.39773
107 C 2.10819 21.30025 -8.99007
108 N 0.37736 20.29426 -12.90329
109 H 1.48647 22.75107 -13.35927
110 H 0.95775 23.34438 -11.70442
111 H -0.05368 22.80251 -13.03887
112 H 2.11549 21.02774 -11.90134
113 H 0.57769 19.89308 -10.40028
114 H -0.72298 20.99488 -10.56646
115 H 2.77191 21.65638 -9.77796
116 H 2.17341 20.24250 -8.73513
117 H 2.37329 21.79944 -8.05807
118 H 0.10735 19.44064 -12.43584
119 H 1.00366 20.14107 -13.68071
120 C 7.49451 27.77333 -1.35778
121 C 7.52606 26.87009 -0.14298
122 C 6.68762 25.60250 -0.35795
123 O 6.00128 25.28556 0.81503
124 C 6.65044 24.50332 1.79239
125 N 8.97334 26.56122 0.10206
126 H 7.74449 27.24036 -2.27515
127 H 8.08331 28.68894 -1.30242
128 H 6.46141 28.07611 -1.52846
129 H 7.17227 27.34795 0.77057
130 H 7.18883 24.80916 -0.91246
131 H 5.78580 25.93063 -0.87484
132 H 6.98035 23.52677 1.43800
133 H 5.90026 24.43356 2.58008
134 H 7.42133 25.12631 2.24596
135 H 9.59352 26.49826 -0.69263
136 H 9.04584 25.75460 0.70555
137 C -1.32540 21.31246 2.22267
138 C -0.83560 21.93701 0.94480
139 C -0.02558 20.95187 0.08809
140 O 1.11248 20.34371 0.77677
141 C 2.04561 21.23061 1.24512
142 N -2.00775 22.43440 0.30286
143 H -1.90489 21.97456 2.86604
144 H -0.49554 21.04499 2.87681
145 H -1.85906 20.40662 1.93498
146 H -0.07279 22.68636 1.15618
147 H 0.23393 21.32216 -0.90370
148 H -0.69497 20.14746 -0.21680
149 H 2.83434 20.53603 1.53423
150 H 1.65566 21.61902 2.18594
151 H 2.35518 21.94892 0.48597
152 H -2.27136 23.24707 0.84153
153 H -2.76431 21.77189 0.39666
154 C 9.25962 25.54087 -3.95135
155 C 8.56325 24.23083 -4.45708
156 C 7.04234 24.37440 -4.48462
157 O 6.44222 23.19025 -4.94992
158 C 5.09342 23.43056 -5.38292
159 N 8.98696 23.86574 -5.80105
160 H 10.34888 25.52462 -3.91455
161 H 8.87404 25.64486 -2.93715
162 H 8.96949 26.42999 -4.51116
163 H 8.83996 23.46420 -3.73334
164 H 6.78546 25.13946 -5.21727
165 H 6.58493 24.57332 -3.51544
166 H 4.63458 22.45231 -5.52646
167 H 5.00668 23.93684 -6.34429
168 H 4.45838 23.96704 -4.67793
169 H 8.75302 24.60658 -6.44645
170 H 8.33310 23.12434 -6.00812
171 C 2.19777 26.07894 -10.26199
172 C 1.78442 25.29746 -8.98418
173 C 2.08884 26.22088 -7.76156
174 O 2.15726 25.37815 -6.66002
175 C 2.48107 26.20016 -5.52416
176 N 0.34162 24.83057 -9.14266
177 H 1.76912 27.08012 -10.30678
178 H 1.82999 25.54211 -11.13644
179 H 3.26806 26.21348 -10.41848
180 H 2.42191 24.42719 -8.82812
181 H 1.25005 26.89750 -7.59819
182 H 3.02847 26.75425 -7.90548
183 H 3.34205 26.83982 -5.71815
184 H 2.91452 25.59949 -4.72453
185 H 1.59383 26.77571 -5.26027
186 H 0.30406 24.13869 -8.40782
187 H 0.36894 24.24537 -9.96539
188 C 0.95368 13.62334 -3.53136
189 C 1.49385 15.05742 -3.28933
190 C 0.44845 16.11218 -2.87249
191 O 1.18532 17.30574 -2.74690
192 C 0.51840 18.35383 -2.23448
193 N 2.58216 14.93580 -2.27544
194 H 0.32908 13.75775 -4.41449
195 H 0.32904 13.31188 -2.69416
196 H 1.82321 13.02184 -3.79630
197 H 1.93452 15.50381 -4.18076
198 H -0.02588 15.88316 -1.91820
199 H -0.36866 16.17695 -3.59099
200 H -0.41589 18.51935 -2.77095
201 H 1.18932 19.16392 -2.52036
202 H 0.45224 18.40550 -1.14771
203 H 2.12181 14.66526 -1.41814
204 H 2.75149 15.89528 -2.00931
205 C 4.19986 18.46613 -0.73851
206 C 5.26069 19.42580 -1.20257
207 C 6.62237 18.91937 -1.62742
208 O 7.69041 19.86848 -1.91345
209 C 7.75728 20.16573 -3.34176
210 N 4.63675 19.98884 -2.36831
211 H 4.02248 17.60223 -1.37906
212 H 3.32654 19.04781 -0.44346
213 H 4.55984 18.10537 0.22501
214 H 5.34344 20.23707 -0.47931
215 H 6.45987 18.15074 -2.38300
216 H 7.13034 18.26025 -0.92339
217 H 7.93982 19.37155 -4.06570
218 H 8.52563 20.90229 -3.57675
219 H 6.83473 20.66007 -3.64611
220 H 5.35888 20.44709 -2.90556
221 H 4.46916 19.17140 -2.93735
222 C 3.22053 23.48705 -1.78448
223 O 2.62102 24.47475 -1.53188
224 N 2.90973 22.56721 -2.62844
225 N 4.38101 23.31023 -1.24840
226 H 2.07838 22.58305 -3.20177
227 H 3.43306 21.70354 -2.64583
228 H 4.65643 23.91123 -0.48483
229 H 4.65264 22.34022 -1.17483
230 C 2.36627 25.38960 2.55598
231 O 2.86171 25.44069 3.63759
232 N 1.10786 25.64860 2.24004
233 N 3.13118 25.22843 1.46258
234 H 0.86762 25.56134 1.26292
235 H 0.39350 25.86257 2.92121
236 H 2.64414 25.36476 0.58833
237 H 4.09978 24.97220 1.59014

Values from the calculation:
2S+1 = 1
Calculated total energy = -4207.0814 hartree